Model w:
DFT (the ωB97M-V functional and the def2-TZVPD basis) results for a 3-piece molecular cluster, C3H13NO3 overall.

Last column: Löwdin charge in e.
Element x y z (Å)
C -0.69 -1.16 -0.07  -0.202
O 0.49 -2.07 -0.08  -0.123
C -0.63 -0.06 -1.17  -0.377
C -1.42 1.26 -0.80  -0.055
N 0.85 0.19 -1.52  0.010
H -1.51 -1.80 -0.18  0.096
H -0.78 -0.65 0.90  0.108
H 0.86 -1.59 -0.88  0.055
H -1.00 -0.39 -2.22  0.154
H -2.39 0.97 -0.42  0.072
H -1.55 1.87 -1.67  0.062
H -0.81 1.79 -0.08  0.067
H 1.12 0.66 -0.69  0.061
H 0.99 0.52 -2.50  0.105
H 1.15 4.61 1.17  0.048
H 2.31 3.88 0.66  0.000
O 1.60 4.39 0.34  -0.048
H -0.57 -2.43 1.90  0.022
H 0.27 -3.14 3.24  0.051
O -0.54 -3.04 2.70  -0.107

The SMILES is C[C@@H](N)CO.O.O. Its LUMO energy is 0.53 eV. As for the HOMO-LUMO gap: 10.5537 eV.

---

Model x:
DFT (the ωB97M-V functional and the def2-TZVPD basis) results for a 3-piece molecular cluster, C3H13NO3 overall.

Last column: Löwdin charge in e.
Element x y z (Å)
C -1.84 -0.05 1.02  -0.311
C -0.72 -0.49 0.08  -0.190
C 0.55 0.35 0.26  -0.284
O 1.45 0.13 -0.82  -0.075
N -3.16 -0.57 0.71  -0.012
H -1.61 -0.31 2.05  0.111
H -1.88 1.04 1.02  0.106
H -0.45 -1.54 0.21  0.113
H -1.08 -0.32 -0.94  0.115
H 0.30 1.42 0.34  0.113
H 1.05 0.03 1.17  0.119
H 1.58 0.93 -1.33  0.084
H -3.40 -0.36 -0.25  0.065
H -3.22 -1.57 0.84  0.063
H 1.22 -3.21 -1.62  0.022
H 2.10 -2.64 -2.70  0.033
O 1.41 -3.30 -2.56  -0.064
H 2.54 4.16 1.27  0.040
H 2.30 2.77 0.65  0.006
O 2.86 3.55 0.60  -0.055

The SMILES is NCCCO.O.O. Its LUMO energy is 0.53 eV. As for the HOMO-LUMO gap: 9.9417 eV.

---

Relative energy of each structure, in hartree: model w 0.0382; model x 0.0000.